{"formula": "C40H35FeN11O2S4", "method": "ωB97M-V/def2-TZVPD", "e_lumo_ev": [1.479, 0.226], "total_charge": -1, "spin_multiplicity": 6, "orbital_gap_ev": [5.13, 4.90], "symbols": ["Fe", "S", "C", "S", "C", "C", "N", "C", "N", "N", "C", "C", "C", "C", "C", "C", "S", "O", "O", "N", "C", "N", "C", "C", "C", "N", "H", "H", "H", "H", "H", "H", "H", "H", "H", "C", "C", "C", "C", "C", "C", "C", "N", "C", "N", "C", "C", "C", "C", "C", "C", "C", "N", "C", "C", "C", "C", "C", "C", "C", "H", "H", "H", "H", "H", "H", "H", "H", "H", "H", "H", "H", "H", "H", "H", "H", "H", "H", "H", "H", "H", "H", "S", "C", "N", "C", "C", "C", "N", "H", "H", "H", "H"], "xyz": [[-0.187547, 1.677607, 0.806751], [1.818095, 2.291206, 4.404389], [2.453005, 2.139312, 2.905311], [2.010661, 2.401245, 1.292091], [3.817511, 1.573922, 3.145706], [4.496188, 0.798312, 2.160807], [5.159423, 0.163396, 1.425718], [4.681664, 1.911904, 4.214220], [5.466967, 2.177685, 5.074046], [-6.026466, -2.999158, 4.579793], [-5.518810, -2.302057, 3.468840], [-4.457917, -2.665296, 2.722808], [-3.897892, -1.838102, 1.717168], [-4.506505, -0.574863, 1.508173], [-5.627752, -0.207589, 2.259933], [-6.177206, -1.116274, 3.082978], [-3.633063, 0.473212, 0.267329], [-4.458753, 1.595054, -0.154820], [-2.997847, -0.421161, -0.745986], [-2.266636, 1.025584, 1.012976], [-2.268994, 1.822435, 2.082958], [-3.204090, 1.944945, 2.986169], [-3.055520, 2.793075, 4.050103], [-1.898776, 3.612422, 4.193455], [-0.899185, 3.466323, 3.237806], [-1.089692, 2.502334, 2.294408], [-5.247868, -3.459123, 5.011626], [-6.414451, -2.376214, 5.239828], [-4.110463, -3.665995, 2.851904], [-3.083915, -2.177555, 1.018893], [-5.797173, 0.873880, 2.274869], [-7.184142, -0.971200, 3.470405], [-3.971846, 2.870065, 4.583751], [-1.924001, 4.534505, 4.778864], [0.110837, 3.955185, 3.328070], [-1.436565, -0.399668, -5.000373], [-0.111989, -1.022798, -4.883097], [0.147218, -2.333166, -5.397756], [1.358317, -2.981701, -5.063955], [2.386233, -2.310551, -4.345845], [2.145398, -1.054970, -3.831343], [0.864243, -0.463108, -4.051545], [0.572957, 0.674916, -3.233635], [0.446206, 0.646066, -1.902944], [0.452838, -0.584944, -1.329316], [0.176761, -0.961236, -0.018147], [0.424760, -0.089600, 1.031734], [0.819244, -0.594306, 2.257451], [0.699724, -1.925403, 2.587304], [0.275700, -2.780975, 1.608854], [-0.133373, -2.292387, 0.354617], [-0.635109, -3.262930, -0.681220], [0.254795, 1.700433, -1.123429], [0.354139, 3.032301, -1.671506], [1.598397, 3.462569, -2.105811], [1.933362, 4.853942, -2.225326], [0.878340, 5.746113, -2.041181], [-0.411910, 5.266137, -1.737998], [-0.783192, 3.905974, -1.588140], [-2.203162, 3.549540, -1.309170], [-1.564153, 0.408627, -4.344369], [-2.288958, -1.080333, -4.933464], [-1.650365, 0.058774, -5.997204], [-0.514128, -2.740977, -6.118576], [1.694709, -3.915078, -5.558003], [3.340117, -2.770722, -4.275749], [2.813847, -0.535892, -3.239164], [0.504817, 1.599961, -3.680447], [0.502357, -1.394654, -1.952862], [1.021687, 0.109025, 3.085594], [0.922583, -2.201776, 3.627214], [0.155053, -3.828744, 1.768652], [-0.996801, -2.694295, -1.523140], [-1.407437, -4.030286, -0.333487], [0.236000, -3.858263, -1.077868], [2.357683, 2.676156, -1.903047], [2.901140, 5.205542, -2.523187], [1.038586, 6.813999, -1.946088], [-1.228013, 6.002738, -1.684378], [-2.493227, 4.055413, -0.416675], [-2.403616, 2.468022, -1.256442], [-2.796905, 3.943054, -2.133407], [5.579774, -1.222884, -2.778001], [5.464467, -2.494399, -1.646710], [5.893831, -2.195240, -0.405018], [5.794981, -3.013500, 0.698728], [5.289020, -4.309206, 0.489846], [4.973065, -4.665354, -0.768884], [5.160509, -3.769150, -1.775802], [6.027918, -1.162111, -0.231273], [5.924737, -2.491697, 1.719604], [5.129373, -4.984852, 1.343058], [4.436201, -5.591204, -1.079044]], "forces_ev_per_a": [[1.090, 0.823, -0.871], [-1.317, 0.237, 1.470], [2.397, -0.221, -1.501], [0.808, 0.655, 1.166], [0.102, 0.124, -1.025], [1.200, -1.389, -1.386], [-1.398, 1.173, 1.443], [2.368, 1.097, 3.166], [-2.688, -0.955, -3.008], [0.764, -0.889, -1.131], [-1.977, 1.939, -0.135], [1.850, -0.405, -1.496], [-0.984, 0.326, -0.670], [1.770, -1.172, -0.475], [1.970, 1.690, -1.521], [-1.289, -0.902, 1.625], [2.551, -0.605, -0.128], [-0.041, -1.138, 0.307], [-2.099, 1.306, 1.446], [-1.254, 0.368, -0.082], [0.876, 0.771, 1.414], [-2.152, 0.577, 2.474], [1.578, -0.162, -3.176], [-1.453, 0.588, -0.331], [-0.393, -2.221, -0.349], [0.275, 1.848, 0.486], [0.104, -0.530, 0.377], [-0.553, 0.690, 0.646], [0.752, -0.507, 0.172], [-0.823, 0.381, 1.079], [-1.017, -0.496, -0.358], [0.280, 0.435, 0.507], [-0.232, 0.233, 1.005], [0.139, -0.693, 0.438], [-1.369, -0.429, -0.582], [-1.357, 0.107, -2.364], [0.902, -1.692, 0.712], [2.063, 1.101, 1.043], [0.506, 0.828, -1.012], [-1.523, -0.027, -0.593], [-2.744, -0.830, -1.463], [0.829, -0.587, 0.581], [0.168, 1.422, -1.994], [-0.765, 0.181, 2.299], [-0.864, -1.185, -1.323], [0.422, -1.099, 2.279], [1.419, -1.154, 0.159], [-1.184, 1.014, 1.034], [0.848, -0.060, 0.860], [-1.231, 0.350, -0.693], [1.002, -0.328, -0.905], [0.657, -1.400, -0.116], [-0.054, 0.209, -2.654], [-1.444, -0.433, 0.187], [1.337, 0.750, 1.370], [-1.869, -1.376, -0.341], [-0.234, -0.681, 0.739], [-0.745, -0.315, -0.438], [2.722, 1.114, -0.523], [0.351, -0.793, -0.877], [-0.256, 0.869, 1.239], [0.309, -0.212, 0.520], [0.631, -0.251, 0.306], [-0.696, -0.570, -0.295], [-0.783, 0.438, 0.443], [0.698, -0.288, 0.368], [1.477, 0.851, 1.050], [0.099, -0.731, 0.537], [-0.024, 0.779, 0.087], [-0.003, -0.400, -0.592], [0.054, -0.345, -0.604], [-0.183, -0.645, 0.284], [-0.657, -0.091, -0.340], [0.906, 1.257, -0.322], [-0.730, 0.295, 0.269], [-0.104, 0.814, -0.814], [0.436, -0.095, 0.183], [0.090, -0.008, -0.459], [0.390, -0.229, 0.173], [-0.559, 0.092, 0.803], [0.239, 0.578, 0.163], [-0.228, 0.049, 0.020], [-0.356, -0.982, 0.149], [1.355, 0.420, -0.436], [0.094, 1.647, 4.096], [-0.920, 0.917, -0.539], [0.954, 0.670, 3.411], [-0.384, 1.774, -3.613], [-1.934, -2.906, -1.183], [-0.006, -1.350, 0.027], [0.075, -1.085, -1.923], [0.106, 0.495, -0.426], [0.864, 0.581, 0.457]], "mulliken_spin": [3.5355, 0.4825, 0.0514, -0.0654, 0.4051, -0.0798, 0.1998, -0.0441, 0.1832, 0.0004, 0.0015, -0.0011, 0.0010, 0.0038, 0.0011, -0.0007, 0.0088, 0.0033, -0.0013, 0.0103, 0.0015, -0.0079, 0.0327, -0.0124, 0.0769, 0.0309, 0.0000, 0.0000, -0.0001, 0.0006, 0.0006, -0.0001, 0.0026, 0.0003, -0.0214, -0.0002, -0.0011, 0.0003, -0.0003, -0.0004, -0.0003, 0.0030, -0.0051, 0.0206, 0.0015, -0.0266, 0.0978, -0.0128, 0.0053, 0.0129, -0.0098, 0.0029, 0.0598, 0.0654, -0.0033, -0.0016, 0.0168, 0.0085, -0.0610, 0.0246, 0.0000, 0.0001, 0.0000, 0.0000, 0.0000, 0.0000, 0.0006, -0.0009, -0.0056, -0.0046, 0.0022, 0.0009, 0.0001, 0.0006, -0.0002, 0.0000, 0.0003, 0.0015, 0.0001, -0.0031, 0.0092, -0.0002, 0.0001, -0.0007, 0.0013, 0.0017, -0.0003, -0.0002, 0.0001, 0.0025, -0.0021, 0.0000, 0.0000]}